[1]
The following is a quantum chemistry calculation of a structure of composition C13H16LuN2O at a distorted geometry, from the OMol25 dataset.

Geometry (Å):
C 2.502 3.147 0.093
C 1.823 2.056 0.941
C 1.009 1.054 0.232
C -0.293 0.812 0.574
C -1.109 -0.113 -0.068
C -2.511 -0.322 0.299
C -2.677 -0.704 1.813
C -3.918 -1.634 1.988
O -3.837 -2.261 3.218
C -0.557 -0.886 -1.159
C 0.760 -0.696 -1.550
N 1.278 -1.433 -2.568
C 2.515 -1.212 -2.852
C 3.367 -0.312 -2.190
N 2.863 0.394 -1.189
C 1.585 0.249 -0.871
H 3.165 2.757 -0.671
H 3.099 3.758 0.765
H 1.741 3.788 -0.349
H 1.175 2.536 1.673
H 2.586 1.511 1.516
H -0.716 1.399 1.380
H -3.038 0.633 0.173
H -2.984 -1.063 -0.341
H -2.816 0.191 2.415
H -1.788 -1.215 2.184
H -3.986 -2.336 1.153
H -4.816 -1.021 2.034
H -3.097 -2.882 3.268
H -1.170 -1.607 -1.688
H 2.915 -1.814 -3.705
H 4.412 -0.175 -2.447
Lu 3.395 -3.066 -4.843

The calculation puts the HOMO-LUMO gap at 0.0866 Ha. The calculation puts the HOMO energy at -17.55 eV. As for the charge: +3.

---

[2]
The following is a quantum chemistry calculation of a structure of composition C43H49BCsN11O6S2 at a distorted geometry, from the OMol25 dataset.

Geometry (Å):
Cs -1.092 -0.508 1.662
N -1.560 -4.840 2.915
C -0.649 -3.846 2.938
N -1.160 -2.786 3.487
C -2.442 -3.144 3.750
N -2.703 -4.400 3.439
C -3.468 -2.204 4.149
C -4.809 -2.603 4.266
N -5.759 -1.744 4.582
C -5.398 -0.468 4.697
C -4.085 -0.062 4.529
N -3.117 -0.932 4.294
H -1.533 -5.735 2.455
H 0.352 -3.937 2.572
H -5.094 -3.631 4.104
H -6.188 0.235 4.931
H -3.798 0.980 4.583
S 0.578 -3.683 -2.193
C 2.191 -3.767 -1.756
N 3.018 -4.666 -2.420
C 4.411 -4.653 -2.057
C 4.480 -4.623 -0.535
N 3.878 -3.399 -0.084
C 4.490 -2.735 1.046
C 5.830 -2.161 0.668
C 7.018 -2.830 0.943
C 8.238 -2.310 0.540
C 8.287 -1.111 -0.146
C 7.110 -0.428 -0.412
C 5.893 -0.952 -0.016
C 2.731 -2.969 -0.702
S 2.039 -1.498 -0.323
C 2.716 -5.011 -3.790
C 3.262 -4.027 -4.794
C 3.966 -4.470 -5.908
C 4.456 -3.572 -6.838
C 4.255 -2.215 -6.662
C 3.576 -1.759 -5.545
C 3.078 -2.657 -4.620
H 4.934 -3.769 -2.456
H 4.888 -5.550 -2.466
H 5.517 -4.651 -0.196
H 3.949 -5.501 -0.129
H 4.606 -3.467 1.856
H 3.831 -1.929 1.383
H 7.005 -3.760 1.498
H 9.154 -2.844 0.765
H 9.240 -0.699 -0.451
H 7.145 0.522 -0.925
H 4.981 -0.411 -0.216
H 1.621 -5.044 -3.857
H 3.124 -6.007 -3.994
H 4.127 -5.530 -6.054
H 5.000 -3.936 -7.700
H 4.628 -1.511 -7.391
H 3.432 -0.699 -5.391
H 2.540 -2.288 -3.760
N 3.193 1.914 0.297
H 2.360 2.444 0.536
H 3.653 1.726 1.183
H 2.836 1.012 -0.007
C -2.661 -1.483 -2.136
C -2.216 -0.361 -3.015
C -1.566 -0.819 -4.307
O -2.345 0.808 -2.740
H -3.130 -2.275 -2.715
H -3.318 -1.141 -1.339
H -1.783 -1.917 -1.658
H -2.291 -1.351 -4.921
H -0.763 -1.509 -4.056
H -1.168 0.026 -4.863
C -2.981 -4.365 -0.139
C -3.404 -3.269 0.890
O -4.498 -3.409 1.448
O -2.584 -2.341 1.062
H -3.488 -4.157 -1.078
H -3.289 -5.354 0.200
H -1.907 -4.326 -0.308
C -4.427 8.910 -0.868
C -5.375 7.899 -0.209
C -6.294 7.336 -1.296
C -6.249 8.614 0.831
C -4.568 6.817 0.499
C -3.647 7.195 1.475
C -2.894 6.279 2.197
C -3.090 4.943 1.924
O -2.539 3.842 2.476
B -3.108 2.715 1.836
O -4.026 3.199 0.885
C -4.009 4.544 0.942
C -4.747 5.463 0.224
H -4.996 9.657 -1.421
H -3.757 8.399 -1.557
H -3.822 9.424 -0.126
H -6.837 8.151 -1.774
H -7.021 6.648 -0.872
H -5.717 6.816 -2.057
H -6.856 9.384 0.356
H -5.636 9.080 1.598
H -6.910 7.897 1.315
H -3.506 8.245 1.691
H -2.184 6.601 2.944
H -5.436 5.111 -0.524
N 0.170 2.747 3.939
C 0.956 1.815 3.297
O 0.540 1.284 2.258
C 2.204 1.524 3.933
C 2.663 2.271 5.001
N 3.053 2.932 5.872
C 3.014 0.497 3.475
N 3.715 -0.345 3.102
H 0.600 3.364 4.608
H -0.632 3.078 3.427

The energy relative to the best compared isomer or geometry (same formula, charge and spin) is 83.30 kcal per mole. The calculation puts the HOMO-LUMO gap at 0.1015 Ha. The calculation puts the HOMO energy at -0.52 eV. As for the charge: -2.

---

[3]
The following is a quantum chemistry calculation of a structure of composition H14O7 at a distorted geometry, from the OMol25 dataset.

Geometry (Å):
O 1.982 0.946 1.684
H 1.059 0.699 1.743
H 1.988 1.889 1.851
O -1.800 1.586 -1.509
H -1.629 0.647 -1.447
H -0.932 1.986 -1.553
O 2.010 -0.451 -1.247
H 1.662 -1.338 -1.154
H 1.334 0.113 -0.872
O -1.916 -0.658 -1.132
H -2.776 -0.268 -1.291
H -2.072 -1.314 -0.453
O 0.443 -2.313 2.521
H 0.052 -3.145 2.255
H 0.598 -1.848 1.699
O -0.123 -0.118 0.075
H -0.170 -0.496 0.953
H -0.950 -0.367 -0.338
O 0.450 1.466 -0.983
H 0.306 0.741 -0.374
H 0.485 2.244 -0.426

The energy relative to the best compared isomer or geometry (same formula, charge and spin) is 174.75 kcal per mole. The calculation puts the HOMO-LUMO gap at 0.3379 Ha. The calculation puts the HOMO energy at -9.83 eV. As for the charge: 0.

---

[4]
The following is a quantum chemistry calculation of a structure of composition C5H12O13PV at a distorted geometry, from the OMol25 dataset.

Geometry (Å):
O 3.523 -29.935 -14.097
V 3.400 -30.388 -12.609
O 3.950 -31.788 -12.433
P 5.051 -28.361 -11.649
O 5.244 -28.246 -10.233
O 4.391 -29.475 -10.907
O 5.739 -29.673 -11.783
O 3.547 -28.214 -11.748
C 1.499 -30.649 -10.491
O 1.815 -29.552 -10.016
O 1.455 -30.627 -11.728
O 1.481 -31.673 -9.841
C 7.038 -29.877 -15.244
C 6.745 -31.234 -14.542
O 6.979 -31.263 -13.210
O 6.774 -29.890 -16.585
H 8.088 -29.774 -14.971
H 6.441 -29.074 -14.812
H 7.351 -31.994 -15.036
H 5.797 -31.637 -14.898
H 6.596 -30.507 -12.760
H 5.910 -29.533 -16.803
C 0.954 -25.814 -13.810
C 2.100 -26.451 -14.548
O 3.276 -26.412 -13.687
O 0.666 -26.577 -12.610
H 0.072 -25.662 -14.432
H 1.232 -24.820 -13.460
H 2.331 -26.222 -15.588
H 1.947 -27.530 -14.564
H 3.015 -27.001 -12.975
H 1.158 -26.385 -11.808

The calculation puts the HOMO-LUMO gap (alpha / beta) at 0.1239 / 0.1249 Ha. The calculation puts the HOMO energy (alpha / beta) at 3.52 / 3.48 eV. As for the charge: -3. As for the multiplicity: 2.

---

[5]
The following is a quantum chemistry calculation of a structure of composition C16H22N4O2S, from the OMol25 dataset.

Geometry (Å):
C -0.856 0.376 -3.298
C -1.069 0.911 -1.888
C -1.912 -0.009 -0.980
C -3.373 -0.110 -1.459
C -1.330 -1.359 -0.947
N -0.894 -2.421 -0.886
C -1.953 0.596 0.442
O -2.079 1.797 0.579
N -1.929 -0.282 1.475
C -2.140 0.153 2.851
C -1.122 -0.403 3.815
C 0.120 0.038 3.936
C 0.748 1.106 3.088
N 2.101 0.743 2.605
C 2.298 -0.624 2.323
O 2.848 -1.384 3.077
C 1.653 -1.062 1.027
C 2.140 -0.350 -0.198
C 2.228 -0.869 -1.455
C 2.624 0.126 -2.393
C 2.809 -0.110 -3.860
N 2.834 1.317 -1.883
S 2.585 1.298 -0.263
H -0.247 1.081 -3.864
H -0.332 -0.583 -3.289
H -1.795 0.245 -3.837
H -0.106 1.088 -1.410
H -1.583 1.872 -1.911
H -3.968 -0.721 -0.780
H -3.793 0.895 -1.492
H -3.421 -0.555 -2.451
H -1.826 -1.267 1.288
H -2.118 1.241 2.825
H -3.141 -0.138 3.176
H -1.450 -1.204 4.468
H 0.767 -0.415 4.681
H 0.108 1.362 2.241
H 0.876 2.021 3.667
H 2.771 0.980 3.328
H 1.773 -2.138 0.921
H 0.580 -0.863 1.143
H 1.997 -1.894 -1.705
H 2.559 -1.135 -4.129
H 2.176 0.568 -4.434
H 3.844 0.082 -4.144

The energy relative to the best compared isomer or geometry (same formula, charge and spin) is 32.82 kcal per mole. The calculation puts the HOMO-LUMO gap at 0.3603 Ha. The calculation puts the HOMO energy at -9.19 eV. As for the charge: 0.

---

[6]
The following is a quantum chemistry calculation of a structure of composition C6H17NSi at a distorted geometry, from the OMol25 dataset.

Geometry (Å):
C -1.122 -1.645 3.342
C -0.846 1.413 -3.004
C 1.397 0.614 -2.285
C -1.069 -0.744 2.092
C -0.221 0.722 -0.505
C -0.003 0.455 -2.062
N 1.956 -0.356 1.818
Si 0.528 -0.910 0.998
H -2.042 -1.643 3.729
H -0.832 -2.616 3.168
H -0.459 -1.259 4.042
H -0.905 1.009 -4.008
H -0.498 2.384 -3.111
H -1.839 1.462 -2.518
H 1.595 1.653 -2.407
H 1.806 0.151 -3.128
H 2.089 0.156 -1.521
H -1.086 0.391 2.389
H -1.989 -0.955 1.642
H -0.100 1.712 -0.155
H -1.305 0.579 -0.196
H -0.519 -0.569 -2.311
H 1.775 0.413 2.401
H 2.728 -0.217 1.333
H 0.961 -2.198 0.258

The energy relative to the best compared isomer or geometry (same formula, charge and spin) is 43.64 kcal per mole. The calculation puts the HOMO-LUMO gap at 0.3416 Ha. The calculation puts the HOMO energy at -8.32 eV. As for the charge: 0.

---

[7]
The following is a quantum chemistry calculation of a structure of composition C33H48IN9NaO2Si2 at a distorted geometry, from the OMol25 dataset.

Geometry (Å):
Na 0.957 0.276 -0.992
O -1.765 3.720 -1.468
C -2.055 3.607 -2.772
C -2.845 4.604 -3.350
C -3.189 4.535 -4.686
C -2.746 3.473 -5.475
C -1.954 2.493 -4.905
C -1.591 2.536 -3.556
C -0.727 1.466 -2.957
O -0.544 1.437 -1.697
N -0.202 0.629 -3.851
N 0.572 -0.336 -3.279
C 1.103 -1.114 -4.136
C 1.936 -2.279 -3.777
C 2.561 -3.005 -4.792
C 3.355 -4.089 -4.464
C 3.511 -4.427 -3.127
C 2.839 -3.657 -2.186
N 2.065 -2.618 -2.495
H -1.255 2.900 -1.241
H -3.179 5.419 -2.716
H -3.810 5.311 -5.119
H -3.020 3.413 -6.524
H -1.586 1.661 -5.493
H 0.937 -0.926 -5.193
H 2.419 -2.704 -5.826
H 3.852 -4.664 -5.238
H 4.131 -5.261 -2.818
H 2.929 -3.887 -1.122
C -2.632 1.777 0.589
Si -1.443 2.101 2.034
C -2.031 3.798 2.627
C -2.066 0.842 3.325
C 0.349 1.875 1.773
C 1.021 1.332 2.990
C 0.700 1.818 4.292
C 1.319 1.331 5.425
C 2.303 0.356 5.300
C 2.604 -0.057 4.014
N 1.998 0.383 2.905
Si 1.497 3.108 1.033
C 1.533 3.599 -0.796
C 1.245 4.765 1.913
C 3.312 2.684 1.347
H -3.598 1.460 1.006
H -2.282 1.017 -0.121
H -2.816 2.693 0.012
H -3.113 3.809 2.822
H -1.823 4.540 1.839
H -1.509 4.127 3.537
H -3.147 0.681 3.212
H -1.890 1.163 4.360
H -1.551 -0.125 3.201
H -0.017 2.628 4.379
H 1.059 1.725 6.402
H 2.827 -0.046 6.158
H 3.386 -0.799 3.862
H 0.644 4.165 -1.101
H 1.646 2.758 -1.491
H 2.408 4.249 -0.921
H 0.239 5.161 1.703
H 1.983 5.524 1.610
H 1.325 4.620 3.002
H 3.574 1.708 0.915
H 3.536 2.631 2.421
H 3.953 3.458 0.897
I 5.696 -3.039 2.178
C 3.995 -2.218 1.350
C 2.693 -2.546 1.658
N 1.920 -1.761 0.890
N 2.631 -0.950 0.096
C 3.903 -1.210 0.371
H 2.290 -3.251 2.373
H 0.888 -1.816 0.831
H 4.702 -0.680 -0.133
C -3.796 -1.907 1.087
N -3.148 -3.116 0.615
C -4.042 -4.070 -0.027
C -1.786 -3.133 0.435
N -0.999 -2.122 0.580
N -1.285 -4.400 0.082
C -1.427 -5.411 1.129
C 0.032 -4.425 -0.551
H -4.709 -2.179 1.620
H -4.059 -1.241 0.261
H -3.159 -1.367 1.780
H -4.747 -3.537 -0.670
H -4.620 -4.629 0.714
H -3.478 -4.767 -0.636
H -1.481 -1.234 0.713
H -2.413 -5.352 1.593
H -0.668 -5.283 1.914
H -1.305 -6.406 0.695
H 0.848 -4.426 0.184
H 0.163 -3.559 -1.195
H 0.113 -5.335 -1.154

The energy relative to the best compared isomer or geometry (same formula, charge and spin) is 25.90 kcal per mole. The calculation puts the HOMO-LUMO gap at 0.1966 Ha. The calculation puts the HOMO energy at -3.44 eV. As for the charge: -1.